Entry 1:
74
Properties=species:S:1:pos:R:3 method="wB97M-V/def2-TZVPD" charge=+1 orbital_gap_ev=9.08
N -3.0760 -3.3715 -1.1323
C -2.3767 -2.1559 -1.5330
C -2.1353 -1.1932 -0.3208
C -2.6227 0.2611 -0.4751
C -1.8503 1.2655 0.4071
C -0.3217 1.1832 0.2654
C 0.3768 0.6328 1.4958
F -0.3797 -0.3698 2.0306
F 0.4934 1.5612 2.4566
C 1.7471 -0.0696 1.2219
F 1.6454 -0.8176 0.1282
F 2.0102 -0.8861 2.2284
S 3.2690 1.0629 1.0731
F 2.3532 2.3065 0.6780
F 3.1658 1.4174 2.6019
F 4.2373 -0.1415 1.3958
F 3.4182 0.7278 -0.4770
F 4.5199 2.0164 0.9562
C -1.0314 -2.6985 -2.0757
N -0.4442 -1.9290 -3.2492
O 0.9434 -1.7601 -3.1111
C -1.1070 -0.5909 -3.3574
N -0.5935 0.2810 -4.4003
C 0.3626 1.2596 -3.9225
O 1.4386 1.0766 -3.4921
F -0.2015 2.4538 -4.0004
C -0.2789 -0.3456 -5.6441
O -1.0733 -0.6833 -6.4449
F 1.0273 -0.5450 -5.7938
C -2.5852 -0.8857 -3.5817
O -3.2005 -1.5734 -2.5231
H -2.5797 -3.7838 -0.3430
H -3.9829 -3.0933 -0.7644
H -1.0859 -1.2307 -0.0409
H -2.6675 -1.6094 0.5336
H -3.6652 0.3029 -0.1578
H -2.5858 0.6342 -1.4981
H -2.1441 2.2591 0.0632
H -2.1675 1.2089 1.4473
H -0.0039 0.6230 -0.6138
H 0.0747 2.1904 0.1343
H -0.2677 -2.7227 -1.3008
H -1.1810 -3.7225 -2.4202
H -0.6068 -2.4841 -4.0964
H 1.3220 -2.6538 -3.0434
H -0.9210 -0.1038 -2.4021
H -2.6758 -1.4627 -4.5140
H -3.0895 0.0644 -3.7604
C 0.5581 -5.5755 4.6676
C -0.4703 -5.0416 3.7058
C -0.9942 -6.0180 2.6719
O -1.3473 -5.1354 1.5837
C -0.5554 -4.0535 1.6790
O -0.4692 -3.2189 0.8189
O 0.1007 -4.0233 2.8361
H 1.1357 -4.7568 5.0935
H 0.0693 -6.1153 5.4771
H 1.2540 -6.2509 4.1689
H -1.2959 -4.5714 4.2444
H -1.8623 -6.5863 2.9910
H -0.2181 -6.6976 2.3167
C 1.6639 5.1523 2.2779
C 1.4637 6.3488 1.3830
C 2.6789 6.8087 0.6037
O 2.4128 8.2025 0.4294
C 1.6349 8.6078 1.4667
O 1.3893 9.7353 1.7314
O 1.1783 7.5281 2.1535
H 0.9096 5.1274 3.0634
H 1.6115 4.2275 1.7096
H 2.6376 5.1884 2.7698
H 0.6157 6.1875 0.7094
H 2.7975 6.3261 -0.3632
H 3.5986 6.6994 1.1835

=====

Entry 2:
8
Properties=species:S:1:pos:R:3 method="wB97M-V/def2-TZVPD" s_squared=6.048 multiplicity=5 charge=+2 orbital_gap_ev="7.00 / 8.24"
H 2.3249 0.4462 0.5592
O -0.9794 1.1001 0.3151
C -1.0402 -0.0284 -0.3079
C 0.2096 -0.8154 -0.2971
O 1.3285 -0.1997 -0.3698
Ir -3.0526 -0.3769 0.4317
Li 1.0177 1.7722 -0.2320
H 0.1915 -1.8980 -0.0993

=====

Entry 3:
93
Properties=species:S:1:pos:R:3 method="wB97M-V/def2-TZVPD" charge=+3 orbital_gap_ev=7.53
W -0.1529 -0.0004 -0.2452
C 2.9427 -3.8382 -2.2419
N 3.0731 -2.3836 -2.0775
C 4.3849 -1.9485 -1.6037
C 1.9293 -1.6693 -1.8910
N 1.6368 -1.0292 -0.7765
C 2.4477 -1.2005 0.4687
C 1.5455 -1.5028 1.6604
N 0.5301 -0.4380 1.8565
C -0.6794 -0.9415 2.5504
C -1.7726 0.0904 2.4632
N -1.9444 0.7103 1.1079
C -3.0158 1.5004 1.1236
N -3.6421 2.0474 0.0338
C -3.8933 1.3228 -1.1810
C -3.5562 3.4993 -0.0740
N -3.6451 1.8103 2.3016
C -5.0942 2.0330 2.2934
C -2.9873 2.5931 3.3542
C 1.0440 0.7401 2.6130
C 0.7961 2.0211 1.8433
N 1.2407 1.7891 0.4581
C 2.2933 2.5042 0.0469
N 2.9203 3.4274 0.8558
C 3.6702 3.0670 2.0591
C 3.4089 4.6762 0.2622
N 2.8797 2.4389 -1.1915
C 4.3276 2.1744 -1.1918
C 2.2934 2.0344 -2.4520
N 1.1469 -1.6140 -3.0604
C 1.9072 -1.8754 -4.3208
C -0.2778 -1.7705 -3.4206
H 2.9061 -4.3284 -1.2662
H 3.7999 -4.2178 -2.7956
H 2.0372 -4.0927 -2.7884
H 5.1055 -2.1072 -2.4068
H 4.7291 -2.5096 -0.7331
H 4.3682 -0.8864 -1.3630
H 3.0147 -0.2843 0.6469
H 3.1442 -2.0285 0.3935
H 2.1123 -1.6397 2.5841
H 1.0272 -2.4374 1.4536
H -0.4428 -1.2197 3.5805
H -0.9829 -1.8625 2.0704
H -1.5641 0.8653 3.1957
H -2.7208 -0.3646 2.7525
H -4.1111 0.2725 -0.9903
H -2.8680 1.0880 -1.8040
H -4.7069 1.7981 -1.7462
H -3.9024 3.9768 0.8411
H -4.2032 3.8331 -0.8838
H -2.5265 3.8257 -0.2660
H -5.5864 1.3054 1.6551
H -5.3675 3.0421 1.9771
H -5.4490 1.8880 3.3123
H -1.9044 2.5481 3.2846
H -3.2974 2.2421 4.3376
H -3.2803 3.6415 3.2504
H 2.1113 0.6074 2.7815
H 0.5779 0.7636 3.5973
H 1.3304 2.8297 2.3238
H -0.2533 2.3126 1.8548
H 3.4394 2.0648 2.3973
H 3.4688 3.7747 2.8643
H 4.7436 3.1004 1.8479
H 2.7162 5.0321 -0.4947
H 4.4049 4.5859 -0.1763
H 3.4602 5.4167 1.0593
H 4.7898 2.4456 -0.2512
H 4.8095 2.7348 -1.9919
H 4.5023 1.1072 -1.3694
H 1.4102 2.6152 -2.6702
H 2.0682 0.9677 -2.5125
H 3.0262 2.2685 -3.2236
H 2.8854 -1.4113 -4.2645
H 1.3659 -1.4259 -5.1496
H 2.0218 -2.9388 -4.5248
H -0.2767 -0.7829 -1.6775
H -0.5448 -2.8217 -3.5582
H -0.4366 -1.2462 -4.3577
O -0.3258 1.4560 -1.7294
N -1.1878 1.4992 -2.7661
C -1.2731 2.6676 -3.3905
C -2.1348 2.8723 -4.4647
C -2.7751 1.7900 -4.9775
C -2.6192 0.5552 -4.3382
C -1.9675 0.4520 -3.1379
S -1.6757 -1.1240 -2.3841
H -0.6327 3.4371 -2.9856
H -2.1970 3.8496 -4.9219
H -3.3493 1.8636 -5.8918
H -3.0190 -0.3523 -4.7730
O -0.7582 -1.5636 0.0886

=====

Entry 4:
9
Properties=species:S:1:pos:R:3 method="wB97M-V/def2-TZVPD" smiles="C/C(F)=C/F" charge=0 orbital_gap_ev=10.47
C -1.1221 -0.1145 0.1252
C 0.1529 0.3435 -0.1366
F 0.1597 1.6648 -0.0805
C 1.3082 -0.2646 -0.2060
F 2.4814 0.4182 0.1590
H -1.5832 0.3134 1.0304
H -1.8117 0.0900 -0.7513
H -1.2548 -1.1683 0.2079
H 1.6694 -1.2826 -0.3482

=====

Entry 5:
10
Properties=species:S:1:pos:R:3 method="wB97M-V/def2-TZVPD" smiles="C=CNC=S" charge=0 orbital_gap_ev=8.79
C -1.2885 -0.7127 -1.0832
C -0.4559 -0.6610 0.0392
N 0.1223 0.6888 0.2604
C 1.3860 0.7032 1.0009
S 2.6745 1.5672 0.5893
H -1.9425 -1.6303 -1.2479
H -1.4673 0.1363 -1.6905
H -0.4954 -1.4608 0.7754
H -0.1127 1.5225 -0.4469
H 1.5795 -0.1532 1.8034

=====

Entry 6:
85
Properties=species:S:1:pos:R:3 method="wB97M-V/def2-TZVPD" s_squared=15.759 multiplicity=8 charge=-1 orbital_gap_ev="4.71 / 7.42"
C 1.5076 4.6315 0.1603
C 2.0341 4.6659 -1.2423
H 2.2643 5.0006 0.8614
H 1.2370 3.6054 0.4415
H 0.6126 5.2662 0.2663
C 3.0178 5.4826 -1.6502
C 3.7078 6.4854 -0.7830
H 3.3423 5.4630 -2.6926
H 4.0026 6.0833 0.1982
H 3.0980 7.3863 -0.6080
H 4.6248 6.8090 -1.2918
Eu -1.2239 -1.6491 2.1544
Cl -0.4407 0.9391 2.2622
C -2.0719 -1.8908 -0.8861
O -1.1936 -2.3316 -0.0931
N -2.0573 -2.1684 -2.1881
C -1.0014 -2.9900 -2.7792
C -2.9528 -1.4529 -3.0839
H -2.9074 -1.2503 -0.5434
H -0.7269 -3.8111 -2.1082
H -0.1098 -2.3912 -3.0170
H -1.3859 -3.3988 -3.7179
H -3.8019 -1.0894 -2.4915
H -3.3082 -2.1378 -3.8604
H -2.4361 -0.6026 -3.5579
H -2.7291 -7.4855 2.1762
H -4.9171 -6.7930 3.6792
C -2.1888 -6.8986 2.9301
C -4.1777 -6.2344 4.2704
N -3.0388 -5.8341 3.4449
H -1.3170 -6.4314 2.4747
C -2.6890 -4.5535 3.2705
O -1.7092 -4.1492 2.6093
H -4.6556 -5.3391 4.6769
H -3.3647 -3.8375 3.7542
H -1.8895 -7.5630 3.7517
H -3.8365 -6.8747 5.0969
H 1.5435 0.1650 5.4263
H 2.1813 0.3882 2.6550
C 2.1917 -0.7236 5.3705
C 2.8954 -0.3788 3.0048
N 2.2716 -1.2378 4.0073
H 1.7755 -1.5112 6.0042
C 1.4243 -2.1983 3.6208
O 1.0987 -2.4440 2.4310
H 3.2281 -0.9982 2.1643
H 0.9738 -2.7493 4.4595
H 3.1979 -0.4573 5.7068
H 3.7562 0.1016 3.4771
O 1.8089 2.3598 -1.6641
C 1.4091 3.6289 -2.1663
C 2.9536 3.4746 -4.1929
C 1.7182 3.8267 -3.6444
H 3.7027 2.9971 -3.5546
C 3.2355 3.7768 -5.5333
H 0.3249 3.7138 -2.0115
C 0.7514 4.4554 -4.4426
H 4.2067 3.4970 -5.9457
C 2.2955 4.4590 -6.3134
C 1.0495 4.7906 -5.7658
H -0.2107 4.7128 -3.9894
H 2.5490 4.7515 -7.3363
H 0.3163 5.3402 -6.3621
Si 1.5721 0.7528 -2.0291
Cl -1.2589 -1.3989 4.8637
C 3.2552 0.0142 -2.3879
C 0.4287 0.5919 -3.4965
C 0.8804 0.0192 -0.4813
H 3.7338 0.4556 -3.2738
H 3.1601 -1.0702 -2.5568
H 3.9203 0.1781 -1.5263
H 1.5004 0.3096 0.3766
H 0.8057 -1.0771 -0.4904
H -0.1185 0.4293 -0.2815
H 0.7502 1.2108 -4.3492
H -0.5950 0.8961 -3.2295
H 0.4190 -0.4583 -3.8275
C -4.8052 -0.3370 3.8965
S -4.8382 -1.4661 2.5064
O -4.8963 -2.8259 3.0546
O -5.9645 -1.1052 1.6635
O -3.5130 -1.1848 1.8268
H -5.8399 -0.2207 4.2283
H -4.3970 0.6088 3.5223
H -4.1660 -0.7232 4.7015

=====

Energy relative to the best compared isomer or geometry (same formula, charge and spin) values, unit kJ/mol, following the record order: 0.0 241.0 0.0 100.1 172.4 0.0.
Electronic energy values, unit eV, following the record order: -86873.5655 -9218.3914 -60923.2646 -8609.0771 -15515.0854 -107533.2149.